# 1
{
  "formula": "H2N2O3",
  "method": "ωB97M-V/def2-TZVPD",
  "symbols": ["O", "N", "N", "O", "O", "H", "H"],
  "coordinates": [[1.14, 1.33, -0.06], [1.16, 0.13, -0.15], [1.66, -0.91, -0.03], [1.62, -2.07, 0.07], [-1.73, 0.24, -0.11], [-2.75, 0.51, -0.06], [-1.09, 0.78, 0.34]],
  "mulliken_charge": [-0.523, 0.532, 0.499, -0.530, -0.645, 0.326, 0.340],
  "multiplicity": 1,
  "largest_force_ev_per_a": 4.2,
  "total_energy_ev": -9149.0358,
  "total_charge": 0,
  "e_above_lowest_kj_mol": 116.0,
  "homo_lumo_gap_ev": 9.74,
  "homo_energy_ha": -0.3746,
  "smiles": "O=NN=O.O"
}

***

# 2
{
  "formula": "C16H35N7O24S3",
  "method": "ωB97M-V/def2-TZVPD",
  "symbols": ["C", "N", "O", "O", "H", "H", "H", "C", "N", "O", "O", "H", "H", "H", "C", "N", "O", "O", "H", "H", "H", "C", "N", "O", "O", "H", "H", "H", "C", "N", "O", "O", "H", "H", "H", "C", "N", "O", "O", "H", "H", "H", "C", "C", "O", "S", "O", "O", "O", "H", "H", "H", "H", "C", "C", "O", "S", "O", "O", "O", "H", "H", "H", "H", "C", "C", "O", "S", "O", "O", "O", "H", "H", "H", "H", "N", "C", "C", "C", "C", "H", "H", "H", "H", "H"],
  "coordinates": [[-0.96, 2.58, -0.32], [0.27, 3.34, 0.15], [0.38, 4.47, -0.26], [1.14, 2.78, 0.83], [-1.82, 3.25, -0.40], [-1.13, 1.74, 0.36], [-0.74, 2.26, -1.34], [-0.32, -0.22, 1.39], [0.34, -1.01, 0.22], [1.18, -1.85, 0.46], [0.03, -0.63, -0.88], [-0.12, -0.76, 2.32], [-1.33, -0.19, 0.98], [0.24, 0.72, 1.39], [-1.72, 0.16, 3.90], [-2.79, 0.40, 2.90], [-2.80, -0.33, 1.96], [-3.57, 1.27, 3.17], [-2.02, 0.50, 4.89], [-1.02, 0.95, 3.63], [-1.18, -0.78, 3.86], [-1.76, -2.69, 1.91], [-1.06, -3.82, 1.34], [-0.62, -4.56, 2.15], [-0.92, -3.93, 0.12], [-1.08, -1.88, 1.63], [-1.91, -2.74, 2.99], [-2.77, -2.59, 1.52], [3.42, -1.10, -0.39], [3.52, -0.95, -1.86], [2.49, -1.07, -2.48], [4.64, -0.55, -2.19], [3.25, -0.03, -0.24], [4.39, -1.40, 0.01], [2.54, -1.67, -0.11], [1.08, -4.37, -0.43], [2.52, -4.34, -0.69], [3.09, -5.14, 0.07], [2.99, -3.46, -1.44], [0.60, -4.50, -1.40], [0.80, -3.39, -0.04], [0.75, -5.15, 0.26], [0.56, 3.75, 5.04], [1.10, 4.19, 3.62], [0.12, 3.91, 2.69], [-0.70, 2.53, 3.09], [0.03, 1.24, 2.86], [-2.08, 2.58, 2.65], [-0.55, 2.94, 4.71], [0.02, 4.55, 5.55], [1.35, 3.34, 5.67], [2.01, 3.63, 3.40], [1.26, 5.26, 3.47], [-1.03, -2.45, -1.85], [-0.15, -1.44, -2.70], [0.44, -2.16, -3.77], [-0.01, -3.75, -3.77], [1.16, -4.60, -3.92], [-1.06, -3.79, -4.76], [-0.56, -3.74, -2.13], [-2.11, -2.37, -1.93], [-0.64, -2.25, -0.85], [0.65, -0.93, -2.15], [-0.70, -0.61, -3.13], [2.16, 2.32, -3.67], [1.83, 3.40, -2.58], [1.40, 2.66, -1.40], [1.43, 1.03, -1.56], [0.11, 0.59, -2.07], [2.09, 0.46, -0.39], [2.53, 1.19, -2.89], [3.00, 2.57, -4.32], [1.32, 1.93, -4.24], [0.86, 3.86, -2.77], [2.63, 4.08, -2.29], [-2.20, 0.12, -2.26], [-2.13, -0.30, -0.94], [-2.73, 0.63, -0.16], [-3.27, 1.62, -1.07], [-2.81, 1.30, -2.31], [-1.87, -0.29, -3.12], [-1.75, -1.28, -0.66], [-2.89, 0.69, 0.91], [-3.93, 2.40, -0.74], [-2.89, 1.86, -3.23]],
  "mulliken_charge": [-1.262, 1.730, -0.803, -0.542, 0.663, 0.604, 0.343, -1.781, -0.019, -0.809, 0.744, 0.843, -0.711, 0.845, -0.247, 0.957, -0.495, -0.523, 0.447, -0.323, 0.300, -0.578, 1.224, -0.637, -0.519, 0.096, 0.410, 0.357, -0.548, 1.012, -0.442, -0.756, 0.326, 0.557, -0.241, -0.954, 1.058, -0.697, -0.518, 0.636, -0.242, 0.438, -0.371, -0.469, -0.131, 1.137, -0.525, -0.657, -0.396, 0.317, 0.289, 0.220, 0.389, 0.670, 1.197, -0.464, 1.219, -0.558, -0.653, -0.644, 0.339, -0.603, 0.229, -0.178, -0.538, -0.453, -0.491, 0.450, 0.025, -0.982, -0.325, 0.351, 0.227, 0.349, 0.316, 0.062, 0.326, -0.068, -0.772, -1.343, 0.184, 0.519, 0.723, 0.688, 0.451],
  "multiplicity": 1,
  "largest_force_ev_per_a": 12.8,
  "total_energy_ev": -109186.2135,
  "total_charge": 0,
  "homo_lumo_gap_ev": 7.88,
  "homo_energy_ha": -0.3069
}